DFT (ωB97M-V with the def2-TZVPD basis set) results for 2 unconnected molecules or ions with the total composition C11H10Cl2N2 at a distorted geometry.

Last column: Löwdin charge in e.
Element x y z (Å)
C1 3.83 0.56 -0.16  0.009
C2 -3.31 1.39 -0.73  -0.001
C3 2.68 1.30 -0.20  -0.029
C4 3.78 -0.85 0.04  0.021
C5 -2.59 0.58 -1.60  0.050
C6 -3.21 1.19 0.59  0.011
C7 1.48 0.71 0.12  -0.098
C8 2.55 -1.38 0.45  -0.096
C9 -1.71 -0.38 -1.06  -0.028
C10 -2.38 0.18 1.13  0.015
C11 -0.95 -1.71 0.76  -0.969
N1 1.45 -0.62 0.31  0.029
N2 -1.66 -0.56 0.26  -0.113
Cl1 -0.56 -2.98 -0.27  0.918
Cl2 -0.88 -1.98 2.40  0.948
H1 4.78 1.04 -0.16  0.123
H2 -3.99 2.15 -1.20  0.170
H3 2.63 2.27 -0.54  0.100
H4 4.68 -1.36 0.17  0.108
H5 -2.73 0.58 -2.70  0.162
H6 -3.61 2.05 1.28  0.190
H7 0.54 1.22 0.01  0.106
H8 2.45 -2.43 0.41  0.104
H9 -0.85 -0.90 -1.53  0.131
H10 -2.40 -0.06 2.23  0.138

Computed properties:
**Total charge**: +2
**Energy above the lowest of the compared OMol25 structures with the same formula, charge and spin**: 4.06 kcal per mole
**Gap between HOMO and LUMO**: 5.96 eV
**E**: -39573.496 eV
**HOMO energy**: -16.5 eV